Computed, not measured: a 16-piece molecular cluster, C81H207N19O29 overall at a distorted geometry, with wB97M-V/def2-TZVPD.

HOMO: -8.328 eV
HOMO-LUMO gap: 8.730 eV
energy relative to the best compared isomer or geometry (same formula, charge and spin): 0.00 kcal per mole

Each atom is followed by the atoms it is bonded to, with distances in Å.
Geometry (Å):
1 C -18.4886 3.0232 -23.2142  O2 1.378, H10 1.104, H11 1.103, H12 1.108
2 O -17.1479 2.7546 -23.3885  C1 1.378, C3 1.412
3 C -16.3353 3.8966 -23.5568  O2 1.412, C4 1.566, H13 1.091, H14 1.105
4 C -16.3343 4.4907 -25.0062  C3 1.566, N5 1.483, H15 1.096, H16 1.111
5 N -15.8146 3.4710 -25.9485  C4 1.483, C6 1.447, H17 1.019
6 C -16.1739 3.5400 -27.3487  N5 1.447, C7 1.477, H18 1.095, H19 1.099
7 C -17.6162 3.4951 -27.6617  C6 1.477, O8 1.448, H20 1.108, H21 1.105
8 O -18.0677 2.1710 -27.2888  C7 1.448, C9 1.431
9 C -19.4772 1.9910 -27.4575  O8 1.431, H22 1.100, H23 1.102, H24 1.085
10 H -18.6635 3.6299 -22.3087  C1 1.104
11 H -19.0240 2.0682 -23.0786  C1 1.103
12 H -18.9789 3.5205 -24.0740  C1 1.108
13 H -15.3372 3.5374 -23.3006  C3 1.091
14 H -16.6375 4.6677 -22.8253  C3 1.105
15 H -15.6796 5.3646 -24.9145  C4 1.096
16 H -17.3563 4.8467 -25.2571  C4 1.111
17 H -16.2218 2.6111 -25.5824  N5 1.019
18 H -15.7164 2.7251 -27.9185  C6 1.095
19 H -15.8091 4.4938 -27.7563  C6 1.099
20 H -17.6665 3.6198 -28.7615  C7 1.108
21 H -18.2506 4.2706 -27.1955  C7 1.105
22 H -19.7299 1.0704 -26.9114  C9 1.100
23 H -19.7811 1.8722 -28.5101  C9 1.102
24 H -20.0177 2.7971 -26.9726  C9 1.085
25 C -25.4158 0.6349 -30.0319  O26 1.400, H34 1.093, H35 1.118, H36 1.088
26 O -25.9161 -0.6726 -30.0334  C25 1.400, C27 1.380
27 C -27.0353 -0.7452 -29.2290  O26 1.380, C28 1.511, H37 1.099, H38 1.096
28 C -27.6740 -2.1025 -29.4129  C27 1.511, N29 1.449, H39 1.110, H40 1.115
29 N -28.8977 -2.1645 -28.6389  C28 1.449, C30 1.443, H41 1.017
30 C -29.6249 -3.3792 -28.9175  N29 1.443, C31 1.498, H42 1.114, H43 1.099
31 C -30.8891 -3.4861 -28.1207  C30 1.498, O32 1.428, H44 1.103, H45 1.101
32 O -31.7338 -2.4217 -28.5598  C31 1.428, C33 1.369
33 C -32.9786 -2.5732 -28.0109  O32 1.369, H46 1.095, H47 1.100, H48 1.096
34 H -24.5646 0.7511 -30.7076  C25 1.093
35 H -25.0544 0.9553 -29.0235  C25 1.118
36 H -26.1911 1.3449 -30.3140  C25 1.088
37 H -27.7108 0.0786 -29.4985  C27 1.099
38 H -26.7933 -0.6428 -28.1651  C27 1.096
39 H -26.9615 -2.8971 -29.1063  C28 1.110
40 H -27.8378 -2.2610 -30.5048  C28 1.115
41 H -29.4622 -1.3570 -28.8900  N29 1.017
42 H -28.9287 -4.2054 -28.6474  C30 1.114
43 H -29.8129 -3.4273 -29.9997  C30 1.099
44 H -30.6288 -3.3946 -27.0527  C31 1.103
45 H -31.3968 -4.4430 -28.3199  C31 1.101
46 H -33.6544 -1.7862 -28.3626  C33 1.095
47 H -32.9816 -2.5094 -26.9131  C33 1.100
48 H -33.4614 -3.5229 -28.2667  C33 1.096
49 C -14.1801 7.1295 -33.9881  O50 1.411, H58 1.094, H59 1.099, H60 1.111
50 O -14.2174 5.7214 -34.0679  C49 1.411, C51 1.437
51 C -15.5109 5.2004 -33.7204  O50 1.437, C52 1.488, H61 1.089, H62 1.106
52 C -15.8270 4.0054 -34.5484  C51 1.488, N53 1.477, H63 1.079, H64 1.090
53 N -17.2029 3.5405 -34.2787  C52 1.477, C54 1.473, H65 1.015
54 C -17.6839 2.7490 -35.4243  N53 1.473, C55 1.543, H66 1.116, H67 1.091
55 C -19.0020 1.9874 -35.1731  C54 1.543, O56 1.448, H68 1.092, H69 1.098
56 O -19.5708 1.5782 -36.4399  C55 1.448, C57 1.448
57 C -18.9771 0.3427 -36.9067  O56 1.448, H70 1.096, H71 1.117, H72 1.113
58 H -14.9609 7.5927 -33.3785  C49 1.094
59 H -14.2158 7.5312 -35.0103  C49 1.099
60 H -13.2151 7.4250 -33.5248  C49 1.111
61 H -16.2919 5.9499 -33.8400  C51 1.089
62 H -15.4443 4.9458 -32.6458  C51 1.106
63 H -15.2174 3.1257 -34.4121  C52 1.079
64 H -15.7169 4.2583 -35.6033  C52 1.090
65 H -17.1963 2.9525 -33.4518  N53 1.015
66 H -16.8643 2.0690 -35.7574  C54 1.116
67 H -17.8316 3.4316 -36.2625  C54 1.091
68 H -19.6693 2.7046 -34.6912  C55 1.092
69 H -18.8737 1.1123 -34.5229  C55 1.098
70 H -19.2304 -0.4969 -36.2491  C57 1.096
71 H -17.8640 0.4093 -36.9662  C57 1.117
72 H -19.3779 0.1303 -37.9233  C57 1.113
73 C -22.9541 3.4152 -29.6341  O74 1.418, H82 1.109, H83 1.111, H84 1.092
74 O -22.5223 4.6323 -30.2197  C73 1.418, C75 1.392
75 C -22.4775 4.6717 -31.6102  O74 1.392, C76 1.487, H85 1.109, H86 1.113
76 C -22.1764 6.0454 -32.0949  C75 1.487, N77 1.458, H87 1.111, H88 1.094
77 N -23.2763 6.9276 -31.7227  C76 1.458, C78 1.444, H89 1.009
78 C -24.5747 6.7543 -32.3299  N77 1.444, C79 1.530, H90 1.098, H91 1.117
79 C -25.4921 7.8798 -31.8465  C78 1.530, O80 1.403, H92 1.104, H93 1.089
80 O -24.9434 9.0821 -32.3188  C79 1.403, C81 1.399
81 C -25.3089 10.2055 -31.5686  O80 1.399, H94 1.114, H95 1.104, H96 1.093
82 H -22.1797 2.6319 -29.7595  C73 1.109
83 H -23.8780 3.0489 -30.1310  C73 1.111
84 H -23.1212 3.5681 -28.5662  C73 1.092
85 H -23.4601 4.3009 -31.9663  C75 1.109
86 H -21.7166 3.9369 -31.9577  C75 1.113
87 H -22.0879 6.0724 -33.2017  C76 1.111
88 H -21.2261 6.4351 -31.7195  C76 1.094
89 H -22.9611 7.8860 -31.7181  N77 1.009
90 H -24.9776 5.7649 -32.0768  C78 1.098
91 H -24.5408 6.8194 -33.4446  C78 1.117
92 H -25.5582 7.8749 -30.7444  C79 1.104
93 H -26.5058 7.8066 -32.2373  C79 1.089
94 H -26.3781 10.4784 -31.7183  C81 1.114
95 H -24.6889 11.0563 -31.8997  C81 1.104
96 H -25.1570 10.0115 -30.5035  C81 1.093
97 C -17.3478 -2.9813 -37.0258  O98 1.428, H106 1.087, H107 1.115, H108 1.090
98 O -18.5104 -2.7829 -36.2200  C97 1.428, C99 1.410
99 C -18.5374 -3.7545 -35.1983  O98 1.410, C100 1.509, H109 1.098, H110 1.097
100 C -19.7124 -3.4882 -34.2902  C99 1.509, N101 1.446, H111 1.118, H112 1.094
101 N -20.8654 -3.9729 -35.0150  C100 1.446, C102 1.462, H113 1.020
102 C -22.0881 -3.4952 -34.3711  N101 1.462, C103 1.487, H114 1.105, H115 1.107
103 C -23.3138 -4.0648 -34.9901  C102 1.487, O104 1.396, H116 1.092, H117 1.111
104 O -24.4348 -3.3419 -34.5790  C103 1.396, C105 1.407
105 C -25.6710 -3.7724 -35.0938  O104 1.407, H118 1.090, H119 1.080, H120 1.101
106 H -17.3323 -3.9930 -37.4227  C97 1.087
107 H -16.4357 -2.8841 -36.3919  C97 1.115
108 H -17.3175 -2.2749 -37.8557  C97 1.090
109 H -17.6344 -3.6445 -34.5828  C99 1.098
110 H -18.6178 -4.8059 -35.5001  C99 1.097
111 H -19.6992 -2.4229 -33.9524  C100 1.118
112 H -19.6268 -4.1216 -33.4029  C100 1.094
113 H -20.8241 -3.6120 -35.9680  N101 1.020
114 H -22.1612 -2.3962 -34.4608  C102 1.105
115 H -22.1064 -3.7505 -33.2946  C102 1.107
116 H -23.5447 -5.0875 -34.6842  C103 1.092
117 H -23.3054 -4.0852 -36.1010  C103 1.111
118 H -25.7349 -3.5692 -36.1629  C105 1.090
119 H -26.4164 -3.2139 -34.5471  C105 1.080
120 H -25.8476 -4.8471 -34.9345  C105 1.101
121 C -14.0694 -5.7110 -25.9031  O122 1.381, H130 1.106, H131 1.091, H132 1.118
122 O -14.1233 -4.4831 -25.2741  C121 1.381, C123 1.366
123 C -14.4725 -3.4014 -26.0320  O122 1.366, C124 1.523, H133 1.112, H134 1.078
124 C -15.9381 -3.3337 -26.4419  C123 1.523, N125 1.507, H135 1.080, H136 1.109
125 N -16.1143 -4.0763 -27.7418  C124 1.507, C126 1.474, H137 1.025
126 C -17.5023 -4.4305 -28.0887  N125 1.474, C127 1.521, H138 1.102, H139 1.081
127 C -18.4753 -3.2775 -28.2789  C126 1.521, O128 1.449, H140 1.093, H141 1.108
128 O -18.2420 -2.4689 -29.4580  C127 1.449, C129 1.446
129 C -18.6999 -3.1237 -30.6630  O128 1.446, H142 1.108, H143 1.078, H144 1.102
130 H -15.0674 -6.0628 -26.2263  C121 1.106
131 H -13.6532 -6.4223 -25.1876  C121 1.091
132 H -13.3840 -5.7031 -26.7860  C121 1.118
133 H -13.9636 -3.4414 -27.0197  C123 1.112
134 H -14.1526 -2.5133 -25.5114  C123 1.078
135 H -16.4354 -2.3748 -26.4532  C124 1.080
136 H -16.4565 -3.9697 -25.6954  C124 1.109
137 H -15.9812 -3.3421 -28.4452  N125 1.025
138 H -17.9037 -5.1496 -27.3559  C126 1.102
139 H -17.6261 -4.9199 -29.0445  C126 1.081
140 H -18.4345 -2.6555 -27.3807  C127 1.093
141 H -19.5045 -3.6746 -28.3821  C127 1.108
142 H -18.0774 -3.9837 -30.9793  C129 1.108
143 H -18.6260 -2.3384 -31.3970  C129 1.078
144 H -19.7466 -3.4635 -30.5969  C129 1.102
145 C -30.0137 -1.2664 -33.0706  O146 1.396, H154 1.110, H155 1.093, H156 1.087
146 O -29.1419 -0.1833 -33.1934  C145 1.396, C147 1.414
147 C -29.4270 0.5779 -34.3501  O146 1.414, C148 1.522, H157 1.097, H158 1.098
148 C -30.4785 1.6485 -34.0951  C147 1.522, N149 1.452, H159 1.114, H160 1.095
149 N -30.5531 2.4256 -35.3195  C148 1.452, C150 1.444, H161 1.021
150 C -31.0310 3.7850 -35.2295  N149 1.444, C151 1.504, H162 1.096, H163 1.109
151 C -32.4320 3.8460 -34.6854  C150 1.504, O152 1.422, H164 1.090, H165 1.099
152 O -33.4172 3.1264 -35.4155  C151 1.422, C153 1.399
153 C -33.6519 3.7187 -36.6615  O152 1.399, H166 1.097, H167 1.092, H168 1.090
154 H -29.7096 -2.0877 -33.7525  C145 1.110
155 H -31.0482 -1.0002 -33.3024  C145 1.093
156 H -29.9549 -1.6240 -32.0463  C145 1.087
157 H -29.7508 -0.0983 -35.1503  C147 1.097
158 H -28.4597 0.9831 -34.6753  C147 1.098
159 H -30.0746 2.1921 -33.2106  C148 1.114
160 H -31.4646 1.2561 -33.8260  C148 1.095
161 H -29.6883 2.3899 -35.8613  N149 1.021
162 H -31.1402 4.2536 -36.2137  C150 1.096
163 H -30.3711 4.4324 -34.6162  C150 1.109
164 H -32.7464 4.8899 -34.6852  C151 1.090
165 H -32.4614 3.5130 -33.6380  C151 1.099
166 H -32.9084 3.4467 -37.4203  C153 1.097
167 H -33.7067 4.8033 -36.5484  C153 1.092
168 H -34.6196 3.3379 -36.9875  C153 1.090
169 C -21.0508 6.0217 -27.3050  O170 1.434, H178 1.099, H179 1.089, H180 1.099
170 O -19.7548 6.2473 -27.8761  C169 1.434, C171 1.420
171 C -19.7793 6.2881 -29.2952  O170 1.420, C172 1.476, H181 1.102, H182 1.094
172 C -18.4274 6.5495 -29.8254  C171 1.476, N173 1.445, H183 1.099, H184 1.101
173 N -17.9563 7.8743 -29.4913  C172 1.445, C174 1.459, H185 1.026
174 C -16.5365 8.1076 -29.7339  N173 1.459, C175 1.526, H186 1.093, H187 1.087
175 C -15.5829 7.2224 -28.9363  C174 1.526, O176 1.431, H188 1.098, H189 1.100
176 O -15.0794 6.1091 -29.6816  C175 1.431, C177 1.367
177 C -13.8818 6.4437 -30.2493  O176 1.367, H190 1.109, H191 1.103, H192 1.095
178 H -21.7151 6.8621 -27.5485  C169 1.099
179 H -20.9717 5.9078 -26.2249  C169 1.089
180 H -21.4911 5.1108 -27.7355  C169 1.099
181 H -20.4418 7.0936 -29.6512  C171 1.102
182 H -20.1585 5.3365 -29.6795  C171 1.094
183 H -18.4223 6.5221 -30.9237  C172 1.099
184 H -17.7659 5.7195 -29.5331  C172 1.101
185 H -18.0777 7.9290 -28.4737  N173 1.026
186 H -16.3174 9.1526 -29.4991  C174 1.093
187 H -16.3999 7.9378 -30.7983  C174 1.087
188 H -16.1727 6.8873 -28.0728  C175 1.098
189 H -14.6914 7.7421 -28.5558  C175 1.100
190 H -13.1900 6.8349 -29.4759  C177 1.109
191 H -14.0006 7.2679 -30.9724  C177 1.103
192 H -13.3872 5.5979 -30.7383  C177 1.095
193 C -14.0595 1.9896 -38.3491  O194 1.405, H202 1.115, H203 1.099, H204 1.106
194 O -14.1018 1.2695 -37.1431  C193 1.405, C195 1.398
195 C -14.4733 -0.0606 -37.3578  O194 1.398, C196 1.461, H205 1.107, H206 1.101
196 C -14.5247 -0.8098 -36.1045  C195 1.461, N197 1.479, H207 1.103, H208 1.101
197 N -15.6677 -0.3701 -35.2754  C196 1.479, C198 1.442, H209 1.016
198 C -15.7064 -1.0578 -34.0082  N197 1.442, C199 1.491, H210 1.104, H211 1.094
199 C -16.8685 -0.6481 -33.1686  C198 1.491, O200 1.433, H212 1.093, H213 1.103
200 O -16.8309 0.7630 -32.9242  C199 1.433, C201 1.423
201 C -15.9663 1.1762 -31.8716  O200 1.423, H214 1.094, H215 1.097, H216 1.113
202 H -13.4050 1.5252 -39.1229  C193 1.115
203 H -13.6298 2.9739 -38.1160  C193 1.099
204 H -15.0454 2.1242 -38.8328  C193 1.106
205 H -13.7479 -0.5753 -38.0174  C195 1.107
206 H -15.4491 -0.0401 -37.8670  C195 1.101
207 H -13.5941 -0.7600 -35.5139  C196 1.103
208 H -14.6437 -1.8560 -36.4276  C196 1.101
209 H -15.6198 0.6349 -35.1342  N197 1.016
210 H -14.7645 -0.9816 -33.4368  C198 1.104
211 H -15.8999 -2.1230 -34.1678  C198 1.094
212 H -16.8240 -1.0905 -32.1705  C199 1.093
213 H -17.7816 -0.9645 -33.7000  C199 1.103
214 H -16.0250 2.2592 -31.7295  C201 1.094
215 H -14.9170 0.9256 -32.0730  C201 1.097
216 H -16.2326 0.6293 -30.9401  C201 1.113
217 C -25.8377 -0.2000 -34.0663  O218 1.409, H226 1.091, H227 1.098, H228 1.106
218 O -24.7281 0.0599 -33.2378  C217 1.409, C219 1.400
219 C -23.5273 0.3611 -33.8920  O218 1.400, C220 1.532, H229 1.106, H230 1.107
220 C -22.4556 0.5668 -32.8171  C219 1.532, N221 1.462, H231 1.108, H232 1.090
221 N -22.1116 -0.6950 -32.1647  C220 1.462, C222 1.433, H233 1.018
222 C -21.6037 -0.6352 -30.8265  N221 1.433, C223 1.494, H234 1.095, H235 1.094
223 C -20.2985 0.0903 -30.7939  C222 1.494, O224 1.398, H236 1.114, H237 1.105
224 O -20.5537 1.4592 -30.9155  C223 1.398, C225 1.392
225 C -19.4585 2.2277 -31.3014  O224 1.392, H238 1.105, H239 1.114, H240 1.083
226 H -26.7215 -0.3378 -33.4423  C217 1.091
227 H -25.6825 -1.0771 -34.7084  C217 1.098
228 H -26.0022 0.6682 -34.7311  C217 1.106
229 H -23.6368 1.3257 -34.4224  C219 1.106
230 H -23.1836 -0.4047 -34.6145  C219 1.107
231 H -22.7443 1.3129 -32.0510  C220 1.108
232 H -21.5453 0.9415 -33.2859  C220 1.090
233 H -22.9525 -1.2565 -32.0508  N221 1.018
234 H -21.6876 -1.6532 -30.4314  C222 1.095
235 H -22.3354 -0.0769 -30.2349  C222 1.094
236 H -19.6558 -0.2326 -31.6449  C223 1.114
237 H -19.7105 -0.0723 -29.8721  C223 1.105
238 H -19.1521 2.0234 -32.3437  C225 1.105
239 H -18.5759 2.1016 -30.6332  C225 1.114
240 H -19.7845 3.2585 -31.2418  C225 1.083
241 C -22.5596 0.1446 -37.5881  O242 1.421, H250 1.095, H251 1.108, H252 1.096
242 O -23.4037 -0.6173 -38.4403  C241 1.421, C243 1.406
243 C -24.3264 -1.5133 -37.8727  O242 1.406, C244 1.515, H253 1.109, H254 1.102
244 C -25.1274 -2.1212 -39.0061  C243 1.515, N245 1.435, H255 1.102, H256 1.098
245 N -25.8958 -1.0341 -39.5429  C244 1.435, C246 1.451, H257 1.017
246 C -26.5613 -1.3863 -40.7828  N245 1.451, C247 1.537, H258 1.091, H259 1.097
247 C -25.6634 -1.3801 -42.0300  C246 1.537, O248 1.411, H260 1.099, H261 1.109
248 O -26.4235 -1.7016 -43.1740  C247 1.411, C249 1.382
249 C -25.5916 -1.8238 -44.2706  O248 1.382, H262 1.105, H263 1.095, H264 1.089
250 H -21.9986 -0.4975 -36.9015  C241 1.095
251 H -23.1342 0.9064 -37.0245  C241 1.108
252 H -21.8407 0.6820 -38.2172  C241 1.096
253 H -25.0976 -1.0259 -37.2424  C243 1.109
254 H -23.8387 -2.2907 -37.2620  C243 1.102
255 H -25.7812 -2.9185 -38.6171  C244 1.102
256 H -24.5222 -2.5504 -39.8161  C244 1.098
257 H -25.3143 -0.2033 -39.6157  N245 1.017
258 H -27.3872 -0.6902 -40.9369  C246 1.091
259 H -27.0368 -2.3634 -40.6318  C246 1.097
260 H -24.8554 -2.1093 -41.8787  C247 1.099
261 H -25.1872 -0.3930 -42.1989  C247 1.109
262 H -24.8943 -2.6744 -44.1654  C249 1.105
263 H -25.0140 -0.9239 -44.5081  C249 1.095
264 H -26.2658 -2.0268 -45.1020  C249 1.089
265 C -23.1776 -0.2597 -26.7234  O266 1.431, H274 1.085, H275 1.101, H276 1.105
266 O -22.1139 -0.7091 -25.8785  C265 1.431, C267 1.424
267 C -22.1879 -2.1216 -25.7101  O266 1.424, C268 1.505, H277 1.113, H278 1.097
268 C -20.8943 -2.5770 -25.0899  C267 1.505, N269 1.490, H279 1.095, H280 1.104
269 N -20.9044 -2.2951 -23.6271  C268 1.490, C270 1.453, H281 1.008
270 C -20.4636 -0.9660 -23.2407  N269 1.453, C271 1.516, H282 1.074, H283 1.120
271 C -20.2389 -0.8806 -21.7437  C270 1.516, O272 1.426, H284 1.101, H285 1.087
272 O -21.4031 -1.1351 -20.9612  C271 1.426, C273 1.386
273 C -22.3226 -0.0998 -21.0200  O272 1.386, H286 1.113, H287 1.105, H288 1.105
274 H -23.1852 -0.6600 -27.7318  C265 1.085
275 H -23.0541 0.8252 -26.8676  C265 1.101
276 H -24.1800 -0.4207 -26.2874  C265 1.105
277 H -22.3786 -2.7241 -26.6269  C267 1.113
278 H -22.9943 -2.3031 -24.9883  C267 1.097
279 H -20.0133 -2.0904 -25.5204  C268 1.095
280 H -20.7789 -3.6626 -25.2537  C268 1.104
281 H -20.3351 -2.9625 -23.1299  N269 1.008
282 H -21.2103 -0.2295 -23.4743  C270 1.074
283 H -19.5307 -0.6821 -23.7918  C270 1.120
284 H -19.8081 0.1080 -21.5217  C271 1.101
285 H -19.5145 -1.6500 -21.4909  C271 1.087
286 H -23.1923 -0.3563 -20.3747  C273 1.113
287 H -22.7084 0.0434 -22.0455  C273 1.105
288 H -21.8661 0.8428 -20.6685  C273 1.105
289 C -27.2742 2.2752 -37.4218  O290 1.431, H298 1.103, H299 1.097, H300 1.097
290 O -28.5963 1.7331 -37.5008  C289 1.431, C291 1.449
291 C -28.9860 1.2915 -38.8244  O290 1.449, C292 1.532, H301 1.085, H302 1.095
292 C -30.1670 0.3587 -38.5369  C291 1.532, N293 1.444, H303 1.113, H304 1.090
293 N -31.3759 1.1016 -38.2670  C292 1.444, C294 1.452, H305 1.025
294 C -32.5076 0.2456 -37.9592  N293 1.452, C295 1.495, H306 1.082, H307 1.131
295 C -33.2872 -0.1740 -39.1639  C294 1.495, O296 1.416, H308 1.092, H309 1.104
296 O -33.9918 -1.3720 -38.8912  C295 1.416, C297 1.418
297 C -34.8742 -1.6939 -39.9530  O296 1.418, H310 1.094, H311 1.105, H312 1.096
298 H -27.1404 3.1586 -38.0694  C289 1.103
299 H -26.4989 1.5312 -37.6428  C289 1.097
300 H -27.0702 2.5974 -36.3934  C289 1.097
301 H -28.2420 0.7867 -39.4315  C291 1.085
302 H -29.4071 2.1401 -39.3731  C291 1.095
303 H -29.9222 -0.3199 -37.6895  C292 1.113
304 H -30.3735 -0.2271 -39.4329  C292 1.090
305 H -31.2787 1.6333 -37.3961  N293 1.025
306 H -33.2140 0.7410 -37.3064  C294 1.082
307 H -32.1650 -0.6531 -37.3649  C294 1.131
308 H -32.5843 -0.2646 -39.9941  C295 1.092
309 H -33.9704 0.6597 -39.4046  C295 1.104
310 H -34.3392 -1.8688 -40.8913  C297 1.094
311 H -35.5894 -0.8636 -40.0910  C297 1.105
312 H -35.4410 -2.5807 -39.6477  C297 1.096
313 C -24.1318 -3.6029 -30.6543  O314 1.244, N315 1.411, N316 1.459
314 O -23.5424 -4.6803 -30.8552  C313 1.244
315 N -24.0750 -2.9388 -29.4107  C313 1.411, H317 0.995, H318 0.997
316 N -24.8689 -2.8899 -31.6919  C313 1.459, H319 1.007, H320 1.007
317 H -24.8873 -2.3774 -29.2885  N315 0.995
318 H -23.7054 -3.5073 -28.6797  N315 0.997
319 H -25.2994 -2.0195 -31.4258  N316 1.007
320 H -24.7637 -3.1632 -32.6557  N316 1.007
321 C -26.6035 4.3591 -34.1810  O322 1.243, N323 1.402, N324 1.476
322 O -27.5683 4.5901 -33.4319  C321 1.243
323 N -25.6306 3.3582 -34.0460  C321 1.402, H325 1.002, H326 1.025
324 N -26.4420 5.1723 -35.4016  C321 1.476, H327 1.020, H328 0.997
325 H -25.6628 2.7191 -33.2746  N323 1.002
326 H -25.0217 3.1651 -34.8480  N323 1.025
327 H -26.0965 4.6528 -36.2089  N324 1.020
328 H -27.2908 5.6342 -35.6460  N324 0.997
329 C -22.7461 4.0815 -36.3509  O330 1.225, N331 1.424, N332 1.409
330 O -23.7514 3.3809 -36.3442  C329 1.225
331 N -21.4865 3.5150 -36.6985  C329 1.424, H333 1.006, H334 1.002
332 N -22.7809 5.4619 -36.0698  C329 1.409, H335 1.001, H336 0.995
333 H -21.3590 2.5167 -36.6901  N331 1.006
334 H -20.6308 3.9715 -36.4468  N331 1.002
335 H -21.9336 5.9934 -36.0221  N332 1.001
336 H -23.5891 5.9331 -35.7303  N332 0.995